Density functional theory data (ωB97M-V with the def2-TZVPD basis set) for 15 unconnected molecules or ions with the total composition C45H105N15O15 in a non-equilibrium geometry.

```
180
Properties=species:S:1:pos:R:3:forces:R:3:lowdin_charge:R:1
C -0.874 4.790 1.775 -0.4 0.9 -0.2 0.01
C -1.031 4.518 0.306 -0.8 -0.9 -0.6 -0.53
O -0.745 3.430 -0.177 0.4 -0.3 0.1 0.01
N -1.611 5.458 -0.472 0.3 0.7 -0.1 0.03
C -1.870 5.317 -1.899 -0.8 0.4 0.0 -0.06
H -1.361 5.733 2.032 0.1 0.0 0.1 0.08
H 0.185 4.888 2.002 0.0 -0.2 0.1 0.08
H -1.372 4.006 2.341 0.3 -0.2 0.0 0.10
H -1.950 6.293 -0.026 0.1 0.0 0.0 0.13
H -2.343 6.232 -2.261 0.0 0.1 0.3 0.08
H -2.616 4.543 -2.078 0.3 -0.3 0.0 0.09
H -1.013 5.210 -2.564 0.3 -0.4 0.5 0.06
C 1.368 6.684 -5.768 -1.0 0.8 0.3 0.00
C 1.780 5.353 -5.214 0.3 -0.1 -0.7 -0.57
O 2.958 5.055 -5.055 -0.1 0.0 0.1 0.03
N 0.767 4.521 -4.909 0.6 0.4 0.0 0.03
C 0.975 3.147 -4.515 -1.6 -0.6 -0.1 -0.07
H 0.832 6.616 -6.716 0.5 -0.2 -0.3 0.09
H 2.186 7.397 -5.807 0.1 -0.3 -0.2 0.08
H 0.599 7.127 -5.126 0.1 0.0 0.3 0.08
H -0.130 4.773 -5.292 -0.1 -0.1 0.2 0.14
H 0.971 2.510 -5.402 0.4 -0.1 0.1 0.06
H 0.049 2.909 -3.985 0.2 -0.4 0.3 0.08
H 1.810 2.892 -3.870 0.1 0.6 -0.4 0.05
C 0.186 2.145 6.305 0.8 0.7 0.6 0.01
C 0.589 1.881 4.885 0.4 -0.4 -0.5 -0.51
O 0.343 0.809 4.325 -0.2 0.8 -0.1 -0.01
N 1.313 2.864 4.281 -0.1 0.7 -0.6 0.03
C 1.764 2.799 2.864 -0.6 -1.8 1.1 -0.04
H -0.892 2.180 6.444 0.0 0.0 -0.1 0.09
H 0.673 3.064 6.641 -0.5 0.3 0.0 0.07
H 0.623 1.436 7.010 -0.2 -0.6 -0.4 0.09
H 1.400 3.746 4.758 -0.1 -0.1 0.1 0.13
H 2.514 3.526 2.568 -0.1 0.2 0.4 0.09
H 0.913 2.785 2.185 0.0 0.3 -0.1 0.06
H 2.172 1.787 2.837 0.3 0.1 -0.6 0.06
C -6.050 -0.767 -3.108 0.3 0.2 -0.5 0.01
C -4.800 -1.047 -2.314 -0.7 0.3 -0.6 -0.57
O -4.891 -1.515 -1.200 0.0 -0.7 0.4 0.01
N -3.618 -0.751 -2.886 0.6 0.0 0.9 0.05
C -2.405 -0.835 -2.081 0.9 0.5 -1.5 -0.06
H -6.655 -1.671 -3.089 -0.2 0.2 0.1 0.09
H -5.854 -0.488 -4.144 0.1 -0.1 0.0 0.08
H -6.559 0.079 -2.647 -0.2 -0.2 0.2 0.08
H -3.541 -0.097 -3.644 -0.5 -0.2 -0.2 0.10
H -2.011 0.174 -1.932 -0.4 0.0 0.6 0.08
H -1.632 -1.265 -2.725 -0.1 -0.5 0.3 0.08
H -2.478 -1.387 -1.153 -0.4 0.0 -0.2 0.07
C 4.542 -0.749 -3.628 0.6 -1.2 -0.7 0.00
C 3.764 0.224 -4.464 0.2 0.7 1.5 -0.52
O 3.097 1.071 -3.872 -0.5 -0.2 -0.6 0.02
N 3.761 0.114 -5.811 0.4 -0.3 -0.6 0.00
C 2.745 0.760 -6.621 0.6 0.4 0.5 -0.06
H 3.941 -1.037 -2.769 0.0 0.2 0.1 0.08
H 5.515 -0.434 -3.256 -0.2 0.6 0.1 0.07
H 4.767 -1.663 -4.185 -0.2 0.0 -0.1 0.08
H 4.617 -0.159 -6.264 -0.1 -0.4 0.1 0.14
H 1.795 0.345 -6.285 -0.2 0.3 -0.3 0.07
H 2.927 0.564 -7.675 -0.1 -0.3 0.1 0.09
H 2.800 1.841 -6.473 -0.4 0.0 0.0 0.08
C 2.066 4.302 -1.342 0.9 -0.2 -2.3 0.00
C 2.730 5.650 -1.356 -0.2 1.0 2.4 -0.53
O 2.915 6.141 -0.231 0.4 0.3 -0.7 0.00
N 3.007 6.336 -2.481 -0.5 0.0 -0.7 0.02
C 3.555 7.691 -2.559 0.2 -0.9 -0.8 -0.05
H 2.573 3.676 -2.087 0.0 -0.1 0.1 0.07
H 1.058 4.411 -1.739 -0.2 -0.2 0.6 0.06
H 2.198 3.822 -0.381 -0.5 0.3 0.1 0.07
H 2.881 5.925 -3.399 0.2 -0.4 0.6 0.07
H 3.565 7.932 -3.624 -0.1 0.0 0.0 0.07
H 4.613 7.637 -2.306 -0.1 0.6 0.7 0.09
H 2.949 8.465 -2.097 0.3 -0.2 0.6 0.09
C 4.112 -6.042 1.629 -0.2 0.4 0.0 0.00
C 4.027 -4.793 0.722 1.2 0.3 0.9 -0.54
O 4.532 -4.765 -0.389 -0.4 -0.3 -0.3 0.01
N 3.589 -3.678 1.370 0.1 -0.6 -0.8 0.01
C 3.632 -2.358 0.735 -0.3 0.1 0.9 -0.05
H 3.279 -6.727 1.477 0.1 0.0 -0.2 0.07
H 4.122 -5.770 2.686 -0.2 0.2 0.0 0.07
H 5.067 -6.534 1.450 -0.1 -0.1 -0.3 0.07
H 3.264 -3.857 2.313 0.0 0.8 -0.2 0.07
H 4.180 -1.615 1.321 0.2 -0.3 0.3 0.07
H 2.625 -1.944 0.665 -0.1 -0.1 -0.4 0.07
H 4.134 -2.390 -0.227 -0.2 -0.3 -0.1 0.07
C 0.539 0.637 -1.752 0.7 1.3 -0.9 0.00
C 0.066 -0.327 -0.695 0.8 0.6 -1.0 -0.58
O 0.120 -1.526 -0.893 -0.2 -0.6 0.6 0.03
N -0.456 0.279 0.390 0.4 -1.1 0.0 0.05
C -1.148 -0.482 1.427 -0.5 1.5 -0.3 -0.04
H 0.229 1.656 -1.512 -0.2 0.0 -0.2 0.06
H 0.250 0.408 -2.783 -0.8 -0.4 0.4 0.05
H 1.599 0.728 -2.013 0.4 -0.5 1.1 0.07
H -0.431 1.286 0.422 -0.2 0.1 0.0 0.09
H -0.514 -0.751 2.270 0.0 -0.2 -0.1 0.07
H -1.702 -1.317 1.002 0.3 -0.2 0.0 0.06
H -1.899 0.252 1.729 -0.1 -0.4 0.7 0.08
C -0.555 -4.267 0.306 0.4 -0.9 -1.7 -0.01
C -0.776 -5.771 0.412 0.9 -0.6 1.4 -0.53
O 0.036 -6.549 0.904 -0.1 0.6 -0.2 0.04
N -2.003 -6.230 0.061 0.1 0.1 -0.7 -0.02
C -2.395 -7.622 0.192 -1.1 0.3 -0.8 -0.08
H 0.507 -4.061 0.193 0.1 0.0 0.8 0.08
H -1.077 -3.701 1.073 0.3 0.0 0.0 0.06
H -0.884 -3.968 -0.694 -0.6 0.3 0.2 0.08
H -2.531 -5.626 -0.548 -0.2 -0.2 0.1 0.12
H -3.464 -7.598 -0.038 -0.2 -0.2 0.6 0.08
H -2.193 -7.999 1.190 0.0 0.0 0.0 0.09
H -2.062 -8.322 -0.576 0.9 0.2 0.1 0.08
C -3.698 -4.003 7.959 -0.1 -0.4 -1.0 -0.01
C -3.754 -2.801 7.007 -0.7 -0.6 1.0 -0.57
O -4.708 -2.037 6.958 0.4 -0.2 0.2 0.03
N -2.668 -2.681 6.233 0.1 1.2 -2.0 0.02
C -2.431 -1.468 5.436 1.4 0.8 0.0 -0.07
H -4.589 -4.050 8.578 0.1 0.1 0.1 0.08
H -2.774 -4.139 8.519 -0.1 0.6 0.2 0.08
H -3.684 -4.881 7.304 -0.3 -0.1 0.0 0.07
H -2.018 -3.420 6.029 -0.1 -0.2 0.6 0.13
H -1.517 -1.072 5.885 -0.2 0.7 0.0 0.06
H -3.197 -0.700 5.384 -0.4 -0.4 0.9 0.08
H -2.161 -1.513 4.378 -0.2 -1.3 0.0 0.07
C -3.901 -3.673 0.746 0.7 -0.8 1.2 0.01
C -4.187 -3.498 2.248 -1.4 1.5 -1.6 -0.48
O -4.205 -2.321 2.616 0.2 -0.7 1.1 0.00
N -4.536 -4.554 3.022 0.1 0.7 -0.1 0.02
C -4.552 -5.906 2.518 1.1 0.0 0.5 -0.08
H -4.581 -4.332 0.209 0.0 -0.1 0.2 0.09
H -2.894 -4.105 0.770 -0.4 0.0 -0.6 0.03
H -3.887 -2.702 0.264 -0.1 0.0 0.2 0.05
H -4.812 -4.346 3.969 0.0 0.1 0.0 0.14
H -5.451 -6.158 1.958 0.1 0.0 -0.1 0.09
H -4.399 -6.596 3.348 -0.4 0.0 0.1 0.09
H -3.614 -5.991 1.968 -0.5 -0.4 -0.6 0.06
C 4.269 1.911 0.065 0.4 0.3 -0.3 0.01
C 5.548 1.276 -0.426 -1.7 -1.4 -0.2 -0.54
O 5.513 0.140 -0.889 0.9 0.4 0.1 0.03
N 6.644 2.041 -0.316 0.3 0.3 0.1 -0.01
C 7.970 1.613 -0.713 -0.5 1.0 0.3 -0.06
H 3.604 2.097 -0.780 0.5 0.5 -0.3 0.06
H 4.661 2.798 0.560 -1.3 0.4 0.3 0.08
H 3.612 1.264 0.646 0.7 -0.2 0.6 0.08
H 6.582 2.969 0.064 -0.3 -0.1 0.0 0.13
H 8.060 0.570 -0.421 0.5 0.0 -0.4 0.09
H 8.625 2.291 -0.164 0.4 -0.5 0.1 0.08
H 8.121 1.872 -1.762 0.2 -0.8 -0.1 0.09
C 0.755 -2.997 4.617 0.3 0.5 0.2 0.02
C 2.109 -2.353 4.437 1.1 -0.9 -0.5 -0.51
O 3.021 -3.041 3.994 0.3 0.1 0.5 0.01
N 2.269 -1.054 4.789 -1.3 0.9 0.5 0.02
C 3.510 -0.334 4.799 1.6 -0.1 -2.2 -0.08
H 0.899 -3.984 5.055 0.2 0.1 0.1 0.09
H 0.338 -3.189 3.628 -0.4 0.4 0.1 0.09
H 0.186 -2.365 5.297 -0.6 -0.2 -0.4 0.06
H 1.436 -0.468 4.616 0.4 -0.5 0.6 0.07
H 4.282 -0.961 4.344 0.1 -0.4 0.6 0.08
H 3.933 0.136 5.686 -0.7 -0.5 0.6 0.08
H 3.558 0.464 4.048 -0.7 0.2 0.0 0.07
C -0.506 -2.918 -6.532 0.3 0.4 1.2 0.00
C -1.363 -1.684 -6.279 1.4 0.4 -0.4 -0.54
O -2.340 -1.471 -6.956 -0.8 0.4 0.3 0.05
N -0.828 -0.777 -5.368 -1.2 -0.6 -0.9 0.01
C -1.408 0.548 -5.133 1.6 -0.6 1.2 -0.07
H 0.378 -2.861 -5.893 0.1 -0.2 -0.1 0.07
H -0.180 -2.942 -7.568 -0.3 -0.1 -0.1 0.08
H -1.037 -3.820 -6.230 -0.1 0.0 -0.3 0.08
H 0.102 -0.965 -5.037 -0.1 0.1 0.2 0.11
H -2.490 0.566 -5.201 0.1 0.0 -0.7 0.08
H -0.835 1.302 -5.670 -0.7 0.1 -0.7 0.07
H -1.140 0.778 -4.098 -0.4 0.1 0.1 0.04
C -4.563 0.983 0.285 -0.2 0.3 0.2 0.01
C -5.151 1.362 1.634 1.1 1.5 -0.3 -0.56
O -5.303 2.557 1.896 -0.4 -0.2 0.2 0.00
N -5.362 0.397 2.517 0.1 -2.1 0.8 0.02
C -5.807 0.584 3.879 -0.8 1.5 -0.1 -0.07
H -5.375 0.627 -0.349 0.3 -0.2 0.0 0.07
H -3.736 0.276 0.366 -0.4 -0.3 0.0 0.06
H -4.148 1.888 -0.156 -0.1 0.1 0.1 0.08
H -5.211 -0.576 2.295 0.4 0.1 -0.5 0.10
H -5.212 1.343 4.390 0.0 0.1 -0.1 0.08
H -5.822 -0.297 4.516 0.2 -0.4 -0.6 0.08
H -6.824 0.977 3.793 -0.1 0.1 0.6 0.08
```
Forces are in eV/Å.

Summary:
- Max |F|: 0.053 Eh/bohr
- Energy above the lowest of the compared OMol25 structures with the same formula, charge and spin: 119.07 kcal/mol
- HOMO-LUMO gap: 8.268 eV
- M: 1096.43 g mol⁻¹
- E_HOMO: -8.20 eV